1.
131
Properties=species:S:1:pos:R:3:mulliken_spin:R:1 method="wB97M-V/def2-TZVPD" orbital_gap_ev="6.97 / 6.97" multiplicity=2 homo_energy_ev="-4.867 / -4.866" lumo_ev="2.10 / 2.10" charge=-1 e_tot_ha=-4733.2640
Co -0.05647 0.28145 0.17577 0.979
C -5.10940 0.70289 -0.04033 0.000
C -3.63469 0.31949 0.05135 0.002
C -3.10305 0.62430 1.45023 0.022
C -2.84132 1.00503 -1.02791 0.014
C -3.32659 1.72762 -2.12256 0.003
C -2.21940 2.24883 -2.77072 0.001
C -2.33619 3.21753 -3.93682 -0.001
C -3.19861 4.40788 -3.49148 0.000
C -1.07661 3.77172 -4.59764 0.000
N -1.12679 1.80626 -2.10264 -0.022
N -1.51436 1.05442 -1.03832 0.026
B 0.40866 2.03992 -2.20363 -0.017
N 1.22728 0.72612 -2.27029 -0.030
N 1.50496 0.13564 -1.07209 0.041
C 2.39708 -0.82343 -1.27665 0.019
C 2.71206 -0.86429 -2.64356 0.000
C 1.94842 0.11549 -3.24002 0.004
C 1.90153 0.44483 -4.70611 0.000
C 2.52616 1.80193 -5.05151 0.001
C 0.48653 0.28917 -5.26801 0.000
C 2.95487 -1.64183 -0.15348 -0.005
C 2.73739 -0.99609 1.20732 -0.004
C 4.43118 -1.95157 -0.39952 0.000
N 0.83029 2.76030 -0.88350 0.008
N 0.55947 2.19648 0.32910 -0.017
C 1.01973 3.02795 1.25764 -0.006
C 1.60307 4.14517 0.64633 0.000
C 1.46320 3.93347 -0.71134 0.006
C 1.88840 4.83245 -1.83529 0.000
C 0.99579 6.07572 -1.89422 0.000
C 3.36084 5.21835 -1.68921 0.000
C 0.85019 2.77117 2.72103 0.006
C -0.19664 3.73002 3.29738 -0.001
C 2.18465 2.92104 3.45253 0.000
H -5.66873 0.21904 0.76296 0.000
H -5.54649 0.37975 -0.98730 0.000
H -5.24324 1.78489 0.05224 0.000
H -3.56052 -0.75321 -0.11056 0.001
H -3.22217 1.68562 1.69308 0.002
H -2.05168 0.35956 1.57049 -0.015
H -3.65524 0.03521 2.18714 0.000
H -4.35645 1.88043 -2.39879 0.001
H -2.89606 2.67475 -4.70507 0.000
H -2.70038 4.94645 -2.68088 0.000
H -4.17595 4.09196 -3.12844 0.000
H -3.34645 5.09979 -4.32387 0.000
H -0.48844 4.36745 -3.89883 0.000
H -1.38394 4.42835 -5.41520 0.000
H -0.43270 3.00212 -5.01449 0.000
H 0.66499 2.72275 -3.13292 0.001
H 3.38661 -1.54138 -3.14075 0.000
H 2.52312 -0.32124 -5.17560 0.000
H 1.93503 2.62875 -4.65788 0.000
H 2.59206 1.92063 -6.13586 0.000
H 3.53283 1.88004 -4.63653 0.000
H -0.22913 0.90716 -4.72467 0.000
H 0.15206 -0.74507 -5.17880 0.000
H 0.45645 0.57084 -6.32399 0.000
H 2.41913 -2.59398 -0.14231 0.003
H 3.22244 -0.01672 1.28128 0.000
H 3.13719 -1.65468 1.97954 0.001
H 1.67359 -0.87143 1.43460 -0.002
H 5.01386 -1.03770 -0.55058 0.000
H 4.55131 -2.59268 -1.27440 0.000
H 4.84311 -2.49295 0.45394 0.000
H 2.05888 4.99493 1.12853 0.000
H 1.77424 4.28838 -2.77234 0.000
H 1.11423 6.67378 -0.98726 0.000
H -0.05799 5.80131 -1.97695 0.000
H 1.25695 6.69946 -2.75271 0.000
H 3.52452 5.79324 -0.77471 0.000
H 3.67811 5.83239 -2.53503 0.000
H 3.99669 4.33313 -1.64885 0.000
H 0.49053 1.74608 2.82758 -0.016
H 0.13934 4.76538 3.19599 0.000
H -0.36640 3.53501 4.35883 0.000
H -1.14962 3.63100 2.77391 0.000
H 2.57443 3.93581 3.33435 0.000
H 2.93012 2.22474 3.06412 0.000
H 2.06478 2.73634 4.52278 0.000
O -0.34627 -5.76124 0.20851 0.000
S 0.66322 -4.72537 0.27139 0.000
O 0.54991 -3.84430 1.42737 0.000
O 2.02215 -5.15676 -0.00908 0.000
S 0.38260 -3.46199 -1.44036 0.000
C -6.41809 -3.32919 -2.21804 0.000
C -4.96111 -3.06456 -1.93800 -0.001
C -4.13576 -2.47360 -2.88246 0.000
C -2.79147 -2.21426 -2.61798 -0.001
C -1.96116 -1.57268 -3.70620 -0.001
C -2.24992 -2.53766 -1.36590 0.006
C -0.83770 -2.07175 -1.05473 0.015
O -0.69069 -1.41687 0.14012 -0.010
C -3.04967 -3.20524 -0.43361 -0.002
C -2.48659 -3.74719 0.85028 0.002
C -4.38857 -3.43563 -0.72795 0.000
H -6.68729 -3.01639 -3.22745 0.000
H -7.06163 -2.79204 -1.51706 0.000
H -6.65013 -4.39186 -2.12237 0.000
H -4.54214 -2.19988 -3.85226 0.000
H -2.51392 -1.57538 -4.64721 0.000
H -1.02495 -2.11205 -3.86356 0.000
H -1.71288 -0.53437 -3.46734 0.001
H -0.54434 -1.40922 -1.87046 -0.004
H -1.73978 -3.08174 1.26392 0.000
H -1.97037 -4.69371 0.65585 0.000
H -3.28257 -3.93058 1.57535 0.000
H -4.99883 -3.94093 0.01684 0.000
C -1.14062 0.23635 4.58429 -0.003
N -0.23086 -0.49561 3.69666 0.004
C -0.79287 -1.84476 3.48491 -0.004
N -0.96741 -2.56162 4.75524 0.000
C -1.85114 -1.77873 5.61041 0.000
N -1.32720 -0.43101 5.87992 0.000
C -0.00767 -0.58124 6.50129 0.000
N 0.92838 -1.34033 5.67188 0.000
C 1.05786 -0.64483 4.38599 -0.003
C 0.33858 -2.66274 5.40309 0.000
H -2.11112 0.32958 4.09474 -0.001
H -0.73978 1.23539 4.76360 0.000
H -0.15134 -2.41707 2.81479 0.001
H -1.76630 -1.73039 3.01240 -0.001
H -1.98976 -2.29867 6.56127 0.000
H -2.82169 -1.68170 5.11888 0.000
H -0.12471 -1.08879 7.46175 0.000
H 0.40841 0.41390 6.68074 0.000
H 1.72755 -1.21802 3.74878 -0.001
H 1.48981 0.34127 4.55972 0.001
H 0.23086 -3.19788 6.34933 0.000
H 1.00916 -3.22428 4.75137 0.000

2.
21
Properties=species:S:1:pos:R:3:mulliken_charge:R:1 method="wB97M-V/def2-TZVPD" orbital_gap_ev="7.89 / 7.27" de_lowest_kcal_mol=172.3 homo_energy_ev="-9.288 / -9.308" lumo_ev="-1.40 / -2.04" e_tot_ha=-552.6043
C -1.06802 1.22239 -2.06160 -1.202
C 0.08782 1.45325 -1.10855 -0.435
C 0.24211 0.22369 -0.15592 0.369
C 1.23113 0.49475 1.23015 0.106
C 0.82925 -0.51399 2.25344 -1.325
O 2.54593 0.22841 0.85325 -0.517
O 0.58120 -0.86870 -0.70104 -0.512
O -2.69377 -2.41148 -0.00001 -0.299
N -2.00605 -3.28393 -0.51171 0.664
O -2.29695 -4.41559 -0.87645 -0.368
H -1.00778 1.88669 -2.92686 0.366
H -1.04823 0.18839 -2.41279 0.301
H -2.01954 1.40464 -1.55779 0.312
H 1.01244 1.51624 -1.69432 0.307
H -0.02753 2.37481 -0.52123 0.276
H -0.65110 0.25625 0.53738 0.150
H 1.04766 1.54155 1.50696 0.411
H -0.13799 -0.29333 2.70095 0.382
H 0.78993 -1.48761 1.75012 0.309
H 1.59285 -0.58408 3.02847 0.365
H 2.99663 1.06764 0.66754 0.341

3.
24
Properties=species:S:1:pos:R:3:mulliken_spin:R:1 method="wB97M-V/def2-TZVPD" orbital_gap_ev="4.03 / 6.08" multiplicity=5 homo_energy_ev="-3.184 / -7.969" lumo_ev="0.84 / -1.89" e_tot_ha=-873.1335
C 1.94218 0.75387 0.43022 0.046
C 2.91286 -0.22782 0.86322 0.395
C 3.24277 -1.11512 -0.19336 -0.085
C 2.50754 -0.61899 -1.33138 0.440
C 1.66225 0.51472 -0.96429 0.146
Rh -0.65744 1.26534 0.16085 2.411
P -0.97941 3.28796 0.79866 0.041
H 1.53145 1.64279 1.04654 0.058
H 3.17809 -0.30991 1.92402 0.013
H 3.98686 -1.95218 -0.17133 0.003
H 1.16980 1.29632 -1.64318 0.037
H 2.40477 -1.12144 -2.28877 0.014
H -1.04768 4.47978 -0.00379 0.063
H 0.10114 3.59577 1.75491 0.024
H -2.12482 3.34497 1.58264 0.025
N -2.71180 -0.60574 0.19654 0.067
C -3.14451 -1.86980 0.02307 0.116
C -2.10075 -2.61761 -0.52679 -0.037
C -1.02309 -1.72395 -0.62540 0.149
N -1.39706 -0.49640 -0.18190 0.064
H -3.18285 0.18037 0.61995 -0.003
H -4.16175 -2.15439 0.30641 0.018
H -2.11581 -3.66116 -0.79601 -0.003
H 0.00725 -1.88741 -0.98080 0.000